No. 1
Formula: C24H64O8
Source: the Open Molecules 2025 dataset
Level of theory: ωB97M-V/def2-TZVPD

Gap between HOMO and LUMO (eV): 10.152
Energy (a.u.): -1554.55839
Energy above the lowest of the compared OMol25 structures with the same formula, charge and spin (kJ/mol): 469.9
LUMO level (eV): 0.5

Each line ends with the Mulliken charge.
Geometry (Å):
C  0.6524  -1.7525  4.2220  -0.82
C  1.9212  -2.4987  4.0150  0.40
C  2.1387  -2.9404  2.5952  -0.95
O  3.0067  -1.6139  4.3729  -0.57
H  0.4560  -1.5391  5.2727  0.38
H  -0.1310  -2.4863  4.0323  0.17
H  0.5009  -0.9217  3.5329  0.08
H  1.8680  -3.3273  4.7211  0.28
H  2.2304  -2.1482  1.8521  0.08
H  1.2631  -3.4631  2.2102  0.30
H  3.0221  -3.5725  2.5051  0.34
H  3.1566  -0.9617  3.6847  0.33
C  2.4726  4.8193  0.7057  -1.44
C  2.5584  4.0058  1.9248  0.89
C  1.1466  3.5744  2.4924  -1.27
O  3.4020  2.8837  1.6775  -0.51
H  1.4374  5.1576  0.6590  0.44
H  2.5507  4.3237  -0.2619  0.25
H  3.0786  5.7247  0.6707  0.30
H  2.9292  4.7297  2.6505  0.13
H  0.7029  2.8772  1.7817  0.12
H  0.5082  4.4554  2.4260  0.41
H  1.2733  3.1562  3.4910  0.37
H  4.1916  3.2178  1.2457  0.37
C  7.5402  3.5465  -0.7699  -1.49
C  6.1333  3.3775  -0.4640  1.00
C  5.6524  1.9282  -0.4293  -1.47
O  5.6123  3.9916  0.6661  -0.50
H  7.8735  2.9439  -1.6148  0.37
H  8.1880  3.5302  0.1066  0.37
H  7.7372  4.5268  -1.2037  0.41
H  5.5515  3.7734  -1.2963  0.06
H  4.6290  1.7208  -0.7418  0.24
H  5.8593  1.5028  0.5527  0.33
H  6.1854  1.3115  -1.1530  0.43
H  6.3047  4.5554  1.0188  0.24
C  -4.1276  2.0413  3.8949  -1.35
C  -4.6431  0.9217  2.9677  0.52
C  -3.7403  0.5942  1.7090  -1.18
O  -4.6892  -0.3286  3.6513  -0.65
H  -4.8833  2.5392  4.5025  0.34
H  -3.6468  2.8194  3.3019  0.33
H  -3.2706  1.6102  4.4123  0.33
H  -5.6207  1.2731  2.6378  0.27
H  -3.9624  -0.2754  1.0904  0.42
H  -2.7260  0.4637  2.0863  0.19
H  -3.8220  1.5275  1.1518  0.38
H  -4.2677  -0.9874  3.0945  0.34
C  -2.1301  2.1110  -2.3311  -1.35
C  -1.7900  1.9197  -3.8313  0.64
C  -0.7801  3.0172  -4.2830  -1.34
O  -1.1531  0.6281  -3.8826  -0.55
H  -2.8519  2.9168  -2.1980  0.48
H  -1.2200  2.4531  -1.8384  0.14
H  -2.4132  1.2028  -1.7991  0.42
H  -2.6991  1.9087  -4.4325  0.30
H  -0.6224  2.9149  -5.3567  0.37
H  0.2510  2.9663  -3.9331  0.27
H  -1.1318  4.0241  -4.0581  0.37
H  -0.9792  0.3469  -2.9813  0.25
C  -1.7207  -3.4337  -4.1727  -1.01
C  -1.3668  -3.9088  -5.4816  0.22
C  -0.6667  -5.4169  -5.1824  -1.13
O  -2.7088  -4.1283  -6.0329  -0.54
H  -2.2949  -4.0948  -3.5235  0.28
H  -2.2199  -2.5043  -4.4468  0.32
H  -0.7656  -3.2831  -3.6696  0.17
H  -0.8443  -3.1643  -6.0822  0.40
H  -0.3925  -5.8188  -6.1578  0.34
H  -1.4100  -6.1075  -4.7839  0.33
H  0.2641  -5.3507  -4.6191  0.33
H  -2.5661  -4.2585  -6.9733  0.29
C  1.3923  0.5536  -0.8162  -1.13
C  0.2899  -0.5850  -0.5839  0.32
C  -0.8701  -0.0016  0.1972  -0.81
O  -0.1844  -1.1128  -1.8495  -0.42
H  0.8942  1.4604  -1.1593  0.00
H  2.1311  0.2546  -1.5597  0.52
H  1.9663  0.8068  0.0752  0.37
H  0.7195  -1.4638  -0.1029  0.26
H  -1.0653  1.0599  0.0447  0.41
H  -0.5128  -0.2001  1.2076  0.06
H  -1.8538  -0.4306  0.0065  0.11
H  0.6136  -1.4604  -2.2543  0.27
C  -2.7614  -3.1653  2.2750  -1.01
C  -3.7822  -3.2436  1.0776  0.68
C  -3.9755  -4.6370  0.5162  -1.42
O  -5.0129  -2.7925  1.6497  -0.57
H  -3.2036  -3.5325  3.2011  0.41
H  -2.1789  -2.2540  2.4104  0.06
H  -2.1128  -4.0276  2.1204  0.41
H  -3.5117  -2.4717  0.3572  0.11
H  -4.7353  -5.2086  1.0492  0.32
H  -3.0311  -5.1713  0.6196  0.36
H  -4.1437  -4.6494  -0.5607  0.31
H  -5.0637  -3.2749  2.4782  0.41



No. 2
Formula: C24H64O8
Source: the Open Molecules 2025 dataset
Level of theory: ωB97M-V/def2-TZVPD

Charge: +1
Multiplicity: 2
Gap between HOMO and LUMO (spin up / spin down) (eV): 9.645 / 2.835
Energy (a.u.): -1554.26047
Energy above the lowest of the compared OMol25 structures with the same formula, charge and spin (kJ/mol): 156.7
LUMO level (spin up / spin down) (eV): -2.4 / -9.2
Expectation value of S²: 0.75

Each line ends with the Löwdin spin population.
Geometry (Å):
C  3.7412  -4.9988  2.2479  0.00
C  4.0920  -3.5244  2.0663  0.00
C  4.1268  -3.0193  0.6408  0.00
O  3.4092  -2.7248  2.9305  0.00
H  4.4888  -5.5192  1.6494  0.00
H  2.7204  -5.2467  1.9567  0.00
H  3.9642  -5.3960  3.2381  0.00
H  5.1117  -3.3951  2.4290  0.00
H  4.3462  -1.9525  0.6841  0.00
H  3.1554  -3.0900  0.1513  0.00
H  4.8453  -3.6455  0.1118  0.00
H  3.7445  -1.8299  2.8392  0.00
C  -5.8776  0.6268  -1.6246  0.00
C  -4.9650  -0.6233  -1.3496  0.00
C  -3.5187  -0.4179  -1.9707  0.00
O  -4.9040  -0.7838  0.0849  0.00
H  -6.8828  0.2714  -1.3979  0.00
H  -5.8003  0.8141  -2.6956  0.00
H  -5.5755  1.5621  -1.1535  0.00
H  -5.4137  -1.5588  -1.6837  0.00
H  -3.4909  -0.6825  -3.0277  0.00
H  -2.8152  -1.0643  -1.4459  0.00
H  -3.3521  0.6583  -1.9243  0.00
H  -4.1000  -1.2609  0.3031  0.00
C  0.7555  5.1053  0.0040  0.00
C  -0.1752  5.8684  0.9951  0.00
C  -0.0560  5.2310  2.4081  0.00
O  0.4900  7.1349  1.1498  0.00
H  1.7919  5.2373  0.3148  0.00
H  0.7603  5.5018  -1.0113  0.00
H  0.5261  4.0445  0.1046  0.00
H  -1.2461  5.9777  0.8242  0.00
H  0.9520  5.2881  2.8190  0.00
H  -0.4790  4.2264  2.4077  0.00
H  -0.6425  5.7865  3.1399  0.00
H  -0.1362  7.7645  0.7848  0.00
C  -2.1986  -3.5781  -0.1137  0.00
C  -2.0237  -3.0429  1.2551  0.00
C  -0.6001  -3.1758  1.8300  0.01
O  -2.3093  -1.6858  1.1370  0.01
H  -3.2329  -3.5302  -0.4543  0.00
H  -1.8720  -4.6122  -0.2235  0.00
H  -1.7154  -3.0075  -0.9068  0.00
H  -2.7374  -3.5293  1.9200  0.00
H  -0.4907  -3.9221  2.6169  0.00
H  -0.1995  -2.2843  2.3125  0.00
H  0.0083  -3.6113  1.0374  0.00
H  -2.2509  -1.3153  2.0207  0.00
C  -1.6945  5.7577  -3.2889  0.00
C  -2.4752  4.6945  -2.4661  0.00
C  -3.5175  3.9216  -3.2756  0.00
O  -1.5192  3.7342  -2.1287  0.00
H  -1.5160  5.3788  -4.2952  0.00
H  -0.7726  6.1168  -2.8315  0.00
H  -2.3745  6.5947  -3.4475  0.00
H  -2.9678  5.1974  -1.6338  0.00
H  -4.1456  3.2261  -2.7190  0.00
H  -2.9681  3.3961  -4.0567  0.00
H  -4.2101  4.6114  -3.7579  0.00
H  -2.0491  3.0499  -1.7133  0.00
C  -0.2440  -1.2603  5.4690  0.00
C  -1.4786  -0.4665  4.9733  0.00
C  -1.0457  0.9109  4.4015  0.00
O  -2.0533  -1.2005  3.9766  0.00
H  -0.6878  -2.1813  5.8470  0.00
H  0.2053  -0.8583  6.3771  0.00
H  0.5306  -1.4272  4.7206  0.00
H  -2.1190  -0.2192  5.8199  0.00
H  -1.9383  1.5263  4.5140  0.00
H  -0.7015  0.9008  3.3673  0.00
H  -0.2708  1.3719  5.0139  0.00
H  -2.8068  -1.6978  4.3030  0.00
C  4.9526  -1.9947  -3.6749  0.00
C  4.7820  -3.5570  -3.7038  0.00
C  3.5899  -3.9418  -4.4764  0.00
O  5.8145  -4.1594  -4.4566  0.00
H  5.7547  -1.7672  -2.9728  0.00
H  4.0338  -1.5522  -3.2901  0.00
H  5.2868  -1.4883  -4.5805  0.00
H  4.7679  -3.9423  -2.6843  0.00
H  2.7509  -3.4244  -4.0111  0.00
H  3.4943  -5.0269  -4.4356  0.00
H  3.5781  -3.6421  -5.5243  0.00
H  6.6505  -3.7650  -4.1975  0.00
C  0.5949  1.1701  0.5117  0.05
C  0.8737  0.3059  -0.7318  0.15
C  2.2976  -0.1852  -0.9619  0.04
O  0.1637  -0.9237  -0.8070  0.61
H  -0.0718  1.9744  0.2006  0.00
H  1.4397  1.7103  0.9391  0.01
H  0.0406  0.6369  1.2839  0.00
H  0.5870  0.9369  -1.5731  0.09
H  2.9477  0.6802  -1.0907  0.00
H  2.4792  -0.6716  -1.9203  0.00
H  2.7369  -0.6262  -0.0671  0.01
H  -0.6938  -0.8953  -0.3762  0.01